{"formula": "C51H89N11O6S", "method": "ωB97M-V with the def2-TZVPD basis set", "elements": ["H", "N", "C", "N", "N", "C", "C", "C", "C", "C", "C", "C", "C", "C", "C", "O", "O", "O", "C", "C", "C", "O", "O", "C", "C", "O", "C", "C", "C", "C", "C", "C", "C", "C", "C", "C", "N", "N", "C", "S", "H", "H", "H", "H", "H", "H", "H", "H", "H", "H", "H", "H", "H", "H", "H", "H", "H", "H", "H", "H", "H", "H", "H", "H", "H", "H", "H", "H", "H", "H", "H", "H", "H", "H", "H", "H", "H", "H", "H", "H", "H", "H", "H", "H", "H", "H", "C", "C", "C", "C", "N", "H", "H", "H", "H", "H", "H", "H", "C", "C", "C", "C", "N", "H", "H", "H", "H", "H", "H", "H", "C", "C", "C", "C", "N", "H", "H", "H", "H", "H", "H", "H", "C", "C", "C", "C", "N", "H", "H", "H", "H", "H", "H", "H", "C", "C", "C", "C", "N", "H", "H", "H", "H", "H", "H", "H", "C", "C", "C", "C", "N", "H", "H", "H", "H", "H", "H", "H"], "xyz": [[-4.573, 2.070, -0.440], [-4.782, 1.810, -1.410], [-5.210, 0.624, -1.458], [-5.374, -0.181, -0.282], [-5.507, 0.004, -2.711], [-4.452, -0.977, -3.081], [-3.110, -0.599, -2.479], [-1.896, -1.305, -3.115], [-1.442, -2.523, -2.308], [-0.542, -2.259, -1.063], [-0.651, -0.813, -0.569], [-0.535, -0.421, 0.708], [-1.019, -3.216, 0.050], [0.098, -3.614, 1.022], [-0.293, -3.676, 2.491], [0.480, -4.123, 3.290], [-1.517, -3.204, 2.900], [0.813, -2.665, -1.314], [1.504, -1.848, -2.224], [2.120, -2.712, -3.347], [2.530, -1.786, -4.462], [3.662, -1.583, -4.799], [1.455, -1.169, -5.052], [1.752, -0.120, -5.926], [1.464, 1.258, -5.415], [2.141, -0.336, -7.028], [2.647, -1.104, -1.446], [2.364, 0.403, -1.268], [3.395, 1.271, -1.993], [3.329, 2.754, -1.571], [1.888, 3.239, -1.329], [1.733, 4.763, -1.595], [0.685, 5.387, -0.652], [-0.738, 5.215, -1.238], [-1.865, 4.902, -0.233], [-1.631, 5.425, 1.192], [2.808, -1.760, -0.128], [3.890, -1.063, 0.577], [3.613, -0.785, 1.727], [3.262, -0.331, 3.175], [-4.543, -0.089, 0.293], [-5.439, -1.158, -0.551], [-6.382, -0.494, -2.574], [-4.366, -1.009, -4.169], [-4.716, -1.998, -2.775], [-3.097, -0.820, -1.411], [-2.961, 0.476, -2.591], [-2.184, -1.656, -4.110], [-1.111, -0.568, -3.286], [-0.945, -3.265, -2.935], [-2.349, -3.016, -1.948], [-0.792, -0.017, -1.294], [0.136, -0.965, 1.374], [-1.103, 0.404, 1.122], [-1.378, -4.127, -0.429], [-1.882, -2.762, 0.527], [0.402, -4.635, 0.799], [0.951, -2.938, 0.999], [-1.547, -2.265, 2.659], [0.870, -1.109, -2.712], [1.353, -3.363, -3.762], [3.010, -3.238, -3.021], [0.490, 1.560, -5.804], [1.439, 1.315, -4.329], [2.202, 1.949, -5.811], [3.596, -1.219, -1.983], [1.382, 0.598, -1.698], [2.333, 0.661, -0.210], [3.258, 1.164, -3.072], [4.398, 0.894, -1.778], [3.785, 3.358, -2.356], [3.891, 2.864, -0.643], [1.208, 2.732, -2.019], [1.558, 3.005, -0.317], [1.409, 4.849, -2.635], [2.710, 5.241, -1.514], [0.907, 6.453, -0.583], [0.798, 4.912, 0.319], [-0.995, 6.118, -1.793], [-0.685, 4.410, -1.975], [-2.774, 5.379, -0.611], [-2.090, 3.836, -0.192], [-1.015, 4.705, 1.737], [-2.561, 5.522, 1.752], [-1.070, 6.359, 1.182], [3.170, -2.700, -0.295], [3.203, 3.324, 7.728], [1.851, 2.718, 7.370], [1.870, 1.967, 6.033], [2.224, 2.861, 4.929], [2.495, 3.582, 4.078], [3.512, 4.068, 6.992], [3.155, 3.821, 8.696], [3.977, 2.556, 7.781], [1.098, 3.507, 7.331], [1.546, 2.022, 8.153], [0.891, 1.535, 5.823], [2.596, 1.152, 6.064], [5.638, -5.587, -5.749], [4.762, -5.532, -6.995], [3.544, -4.618, -6.822], [2.685, -5.086, -5.731], [2.025, -5.459, -4.868], [5.095, -6.002, -4.898], [6.509, -6.219, -5.921], [5.992, -4.592, -5.474], [4.429, -6.539, -7.251], [5.351, -5.166, -7.838], [2.950, -4.589, -7.736], [3.860, -3.598, -6.595], [-3.504, -5.957, 2.898], [-4.922, -6.284, 2.445], [-4.986, -6.749, 0.985], [-4.502, -5.695, 0.089], [-4.111, -4.858, -0.594], [-3.077, -5.139, 2.318], [-3.502, -5.647, 3.943], [-2.847, -6.824, 2.803], [-5.558, -5.406, 2.567], [-5.335, -7.067, 3.084], [-6.010, -6.991, 0.699], [-4.377, -7.643, 0.838], [4.516, -5.447, 3.255], [3.173, -5.975, 2.765], [3.251, -6.605, 1.369], [3.691, -5.614, 0.382], [4.046, -4.822, -0.370], [4.892, -4.653, 2.607], [4.418, -5.032, 4.258], [5.266, -6.241, 3.290], [2.446, -5.165, 2.750], [2.800, -6.724, 3.466], [2.273, -6.979, 1.064], [3.950, -7.443, 1.358], [-6.535, 5.622, 0.683], [-5.289, 6.357, 1.166], [-4.026, 5.948, 0.402], [-3.751, 4.523, 0.569], [-3.532, 3.404, 0.699], [-6.449, 4.545, 0.839], [-7.415, 5.962, 1.229], [-6.710, 5.796, -0.380], [-5.143, 6.170, 2.229], [-5.432, 7.433, 1.047], [-3.163, 6.502, 0.765], [-4.142, 6.157, -0.663], [0.612, 5.278, 4.399], [0.402, 6.749, 4.742], [-1.045, 7.071, 5.136], [-1.968, 6.768, 4.040], [-2.690, 6.534, 3.180], [0.014, 4.981, 3.537], [1.656, 5.088, 4.152], [0.342, 4.636, 5.240], [0.689, 7.365, 3.887], [1.057, 7.027, 5.569], [-1.149, 8.127, 5.387], [-1.343, 6.488, 6.009]], "total_energy_ha": -3448.316396, "largest_force_ev_per_a": 3.7, "smiles": "[H]/N=C(\\N)NCCCC[C@@](C=C)(CCC(=O)O)O[C@H](CC(=O)OC(C)=O)[C@@H](CCCCCCCCC)NN=C=S.CCCC#N.CCCC#N.CCCC#N.CCCC#N.CCCC#N.CCCC#N", "charge": 0, "multiplicity": 1}